# 1
{"formula": "C5H11O2", "method": "ωB97M-V with the def2-TZVPD basis set", "total_energy_ev": -9459.5594, "lumo_energy_ha": 0.144, "spin_multiplicity": 1, "e_above_lowest_kcal_mol": 10.83, "homo_ev": -3.91, "homo_lumo_gap_ha": 0.2874, "charge": -1, "symbols": ["C", "C", "O", "O", "H", "H", "H", "C", "C", "C", "H", "H", "H", "H", "H", "H", "H", "H"], "xyz": [[-1.05298, 1.63695, -0.53192], [-1.41607, 0.17647, -0.94008], [-2.17830, -0.41856, -0.14263], [-0.98549, -0.21761, -2.04290], [-2.00185, 2.16707, -0.63777], [-0.30464, 1.97444, -1.24051], [-1.00926, 1.73116, 0.54841], [1.45202, -0.88918, 0.77858], [0.69865, -0.09116, 1.82773], [2.84906, -0.27083, 0.55612], [1.63959, -1.93514, 1.03265], [0.91396, -0.84920, -0.16172], [0.44675, 0.87184, 1.40633], [1.12110, -0.04373, 2.83326], [2.76101, 0.75318, 0.18745], [3.39749, -0.16440, 1.49582], [-0.29534, -0.52851, 1.98567], [3.41990, -0.91643, -0.11270]]}



# 2
{"formula": "C5H11O2", "method": "ωB97M-V with the def2-TZVPD basis set", "total_energy_ev": -9457.4815, "lumo_energy_ha": 0.131, "spin_multiplicity": 1, "e_above_lowest_kcal_mol": 58.75, "homo_ev": -2.23, "smiles": "[O-]CCCCCO", "homo_lumo_gap_ha": 0.2127, "charge": -1, "symbols": ["O", "C", "C", "C", "C", "C", "O", "H", "H", "H", "H", "H", "H", "H", "H", "H", "H", "H"], "xyz": [[-1.03583, 2.67967, -1.76097], [-1.21667, 1.88662, -0.70949], [-0.88716, 0.38983, -0.95642], [-0.73447, -0.37897, 0.36094], [0.67515, -0.23377, 0.94461], [1.71923, -0.96500, 0.17672], [1.64845, -2.41197, 0.43016], [-0.65219, 2.16659, 0.20478], [-2.29434, 1.83632, -0.37841], [-1.67300, 0.05019, -1.63232], [0.02068, 0.37073, -1.56853], [-0.98371, -1.44029, 0.27499], [-1.47025, 0.06057, 1.03260], [0.90638, 0.83133, 0.98913], [0.68026, -0.58931, 1.97228], [1.60401, -0.92929, -0.90289], [2.74169, -0.73500, 0.43429], [0.95176, -2.58825, 1.08855]]}